No. 1
{
  "formula": "C20H15BrCl52O2",
  "method": "ωB97M-V/def2-TZVPD",
  "species": ["C", "C", "C", "Br", "C", "O", "C", "C", "O", "C", "H", "H", "H", "H", "H", "H", "H", "H", "H", "H", "H", "H", "H", "H", "H", "C", "Cl", "Cl", "Cl", "Cl", "C", "Cl", "Cl", "Cl", "Cl", "C", "Cl", "Cl", "Cl", "Cl", "C", "Cl", "Cl", "Cl", "Cl", "C", "Cl", "Cl", "Cl", "Cl", "C", "Cl", "Cl", "Cl", "Cl", "C", "Cl", "Cl", "Cl", "Cl", "C", "Cl", "Cl", "Cl", "Cl", "C", "Cl", "Cl", "Cl", "Cl", "C", "Cl", "Cl", "Cl", "Cl", "C", "Cl", "Cl", "Cl", "Cl", "C", "Cl", "Cl", "Cl", "Cl", "C", "Cl", "Cl", "Cl", "Cl"],
  "xyz": [[7.37401, 2.36982, -1.36457], [6.11013, 2.17749, -0.30786], [4.75786, 1.64823, -1.07987], [4.01730, 3.21487, -2.12851], [3.53743, 1.19583, -0.03259], [2.42520, 0.75130, -0.88672], [1.11055, 1.01670, -0.28243], [0.05729, 1.21474, -1.56598], [-1.32406, 1.49472, -1.14412], [-1.45525, 2.90474, -0.71569], [7.05143, 2.14037, -2.48467], [7.78364, 3.46662, -1.25825], [8.16511, 1.53980, -1.08653], [5.86258, 3.25643, 0.13185], [6.43746, 1.43823, 0.55250], [4.93276, 0.70893, -1.76800], [3.26754, 2.02711, 0.74540], [3.98258, 0.26299, 0.56208], [0.76447, 0.00822, 0.24760], [1.06315, 1.95347, 0.41710], [0.48484, 2.01755, -2.33823], [0.09537, 0.17940, -2.15212], [-1.56881, 2.90902, 0.46892], [-2.46285, 3.31023, -1.15284], [-0.59080, 3.60415, -1.09735], [6.03713, 7.13444, -1.82683], [6.49595, 6.43121, -0.25535], [4.29022, 6.90596, -2.09243], [6.41592, 8.87543, -1.83167], [6.94655, 6.32514, -3.12791], [2.13714, -2.41559, -3.12685], [1.68371, -2.72366, -1.43153], [2.12632, -3.94975, -4.03274], [0.96940, -1.28585, -3.85803], [3.76920, -1.70297, -3.18504], [-0.26283, -7.17272, -2.05540], [0.75997, -5.88824, -2.74722], [0.66624, -8.69063, -1.97048], [-0.78136, -6.70131, -0.41728], [-1.69625, -7.41062, -3.08667], [-1.16284, -3.68522, 2.78212], [-2.50705, -2.57396, 3.14656], [-0.06236, -3.76512, 4.18104], [-1.81079, -5.30984, 2.44260], [-0.27118, -3.09190, 1.35813], [-6.30707, -3.49610, 2.13788], [-6.43683, -2.50266, 0.66450], [-7.76132, -4.51281, 2.29867], [-4.86452, -4.53605, 2.02780], [-6.16550, -2.43277, 3.56059], [-5.26135, 4.32966, -2.84639], [-5.53063, 2.75366, -2.06004], [-6.76955, 4.86976, -3.62616], [-4.76347, 5.52610, -1.62361], [-3.98161, 4.16907, -4.07574], [-7.36131, 6.23875, -7.23727], [-7.93864, 7.80668, -7.85607], [-5.84274, 6.47838, -6.33674], [-8.59036, 5.53902, -6.15360], [-7.07356, 5.13088, -8.60279], [10.10961, 5.08471, -5.81633], [10.89949, 6.50253, -6.55153], [8.60150, 5.59366, -5.01573], [9.73517, 3.88978, -7.08380], [11.20243, 4.35284, -4.61428], [-4.29038, -8.55378, -0.02403], [-4.42014, -7.56034, -1.49742], [-5.74463, -9.57049, 0.13675], [-2.84784, -9.59373, -0.13412], [-4.14881, -7.49045, 1.39868], [4.40962, 1.62482, 3.76885], [4.86973, 3.14761, 2.96632], [4.17631, 1.91833, 5.51064], [2.89252, 1.01521, 3.06083], [5.70001, 0.41809, 3.53751], [-8.49034, -10.85520, 2.96883], [-9.41664, -11.37544, 4.39920], [-6.74768, -11.04037, 3.29019], [-8.94605, -11.85878, 1.56894], [-8.85109, -9.14615, 2.61699], [-7.51666, 1.08726, 5.68630], [-7.21604, 1.89183, 4.12523], [-9.14982, 0.37510, 5.68263], [-6.30852, -0.19865, 5.93402], [-7.39215, 2.28088, 7.00333], [3.58335, 1.31667, 9.53336], [4.52147, 1.18637, 11.04252], [3.60064, -0.25058, 8.68609], [1.90234, 1.76647, 9.91600], [4.30900, 2.56455, 8.48883]],
  "homo_energy_ev": -9.501,
  "e_tot_ev": -746277.4940,
  "homo_lumo_gap_ev": 9.32,
  "mol_weight_g_mol": 2210.798,
  "lumo_ev": -0.18
}



No. 2
{
  "formula": "C20H15Cl2N10O5Tc",
  "method": "ωB97M-V/def2-TZVPD",
  "species": ["Tc", "Cl", "C", "C", "C", "N", "C", "O", "C", "C", "C", "C", "C", "N", "C", "C", "C", "Cl", "N", "C", "O", "C", "C", "C", "C", "C", "N", "H", "H", "H", "H", "H", "H", "H", "H", "H", "H", "N", "N", "C", "N", "N", "N", "O", "O", "H", "H", "H", "H", "H", "O", "C", "N"],
  "xyz": [[0.04118, -0.41073, -0.02818], [2.80966, 5.95918, -0.18078], [2.56978, 4.21847, -0.29885], [1.30025, 3.70622, -0.05937], [1.14344, 2.33989, -0.07031], [-0.04710, 1.63645, 0.30708], [-0.39341, 1.96745, 1.63881], [-0.73783, 3.04260, 2.06707], [-0.07871, 0.87883, 2.59804], [-0.02510, 1.12140, 3.99414], [0.42563, 0.10406, 4.81750], [0.85258, -1.09712, 4.27321], [0.71551, -1.26957, 2.93438], [0.22806, -0.28613, 2.11633], [2.19448, 1.50998, -0.43597], [3.44857, 2.04253, -0.76587], [3.61292, 3.39205, -0.69560], [5.15762, 4.14280, -0.95771], [1.90385, 0.16068, -0.50680], [2.42693, -0.54994, -1.63591], [3.58831, -0.56852, -1.92467], [1.34411, -1.08555, -2.52828], [1.62338, -1.75948, -3.68819], [0.62918, -2.17342, -4.53484], [-0.68476, -1.90638, -4.18062], [-0.88285, -1.20632, -2.98725], [0.07659, -0.79752, -2.14961], [0.42803, 4.32528, 0.17007], [-0.34882, 2.10136, 4.30853], [0.48788, 0.28892, 5.88081], [1.16297, -1.92795, 4.88001], [0.86773, -2.22011, 2.43876], [4.20093, 1.34438, -1.00953], [2.65990, -1.96499, -3.93255], [0.89383, -2.69737, -5.46152], [-1.53128, -2.32542, -4.72800], [-1.92636, -1.08865, -2.63020], [-2.85131, 1.45061, 1.02022], [-3.79384, 0.51171, 0.56488], [-3.43358, -0.73656, 0.21584], [-4.42195, -1.43737, -0.38465], [-2.11719, -1.11363, 0.30289], [-2.09984, -2.59284, 0.23701], [-1.80953, -3.15027, 1.25829], [-2.30234, -3.07572, -0.84787], [-3.39715, 2.11993, 1.47679], [-2.32646, 1.85811, 0.26176], [-4.59090, 0.91581, 0.15903], [-5.35924, -1.19373, -0.03528], [-4.29299, -2.32427, -0.78559], [1.33339, -4.45324, -0.35331], [0.87942, -3.40079, -0.16896], [0.44647, -2.32512, 0.04479]],
  "homo_energy_ev": [-10.632, -10.762],
  "spin_multiplicity": 4,
  "e_tot_ev": -73356.8901,
  "homo_lumo_gap_ev": [7.11, 5.84],
  "mol_weight_g_mol": 644.311,
  "charge": 1,
  "lumo_ev": [-3.52, -4.92],
  "e_above_lowest_kj_mol": 66.3
}



No. 3
{
  "formula": "C20H15ClN5O4RuS",
  "method": "ωB97M-V/def2-TZVPD",
  "species": ["Ru", "C", "N", "C", "C", "N", "C", "S", "C", "C", "C", "C", "C", "N", "H", "H", "H", "H", "H", "H", "H", "H", "H", "O", "C", "O", "C", "C", "Cl", "N", "N", "C", "C", "O", "O", "C", "C", "C", "C", "C", "C", "H", "H", "H", "H", "H", "H"],
  "xyz": [[-0.58728, -0.53703, 0.79473], [4.58065, -0.29300, 0.36362], [3.75973, -0.11497, 1.59173], [4.22103, 0.38180, 2.76264], [3.16784, 0.43496, 3.63172], [2.06298, -0.02369, 2.96566], [2.43972, -0.36147, 1.70352], [1.53809, -1.08611, 0.47337], [0.75822, -0.13761, 3.54506], [0.59736, 0.16807, 4.88016], [-0.65066, 0.04757, 5.46719], [-1.71505, -0.41020, 4.70867], [-1.48862, -0.69495, 3.38665], [-0.27744, -0.55582, 2.79029], [5.62578, -0.23597, 0.64881], [4.34893, 0.50136, -0.34161], [4.37619, -1.26270, -0.08028], [5.25068, 0.66462, 2.91830], [3.17430, 0.76501, 4.65378], [1.42356, 0.49706, 5.48836], [-0.78166, 0.30375, 6.51106], [-2.70215, -0.53878, 5.13111], [-2.28441, -1.06784, 2.75916], [-3.63127, 4.20760, -0.69950], [-4.33073, 3.09544, -0.87504], [-5.42417, 3.05677, -1.33888], [-3.67585, 1.79504, -0.44072], [-4.22278, 0.49105, -0.67213], [-5.64209, 0.05854, -1.37819], [-3.35159, -0.43401, -0.18512], [-2.30698, 0.22383, 0.35677], [-2.47949, 1.55144, 0.17085], [-1.23463, 2.27576, 0.55711], [-1.12878, 3.46363, 0.54810], [-0.24661, 1.41662, 0.86278], [-3.17481, -1.84730, -0.22991], [-4.19605, -2.76076, -0.19908], [-3.86586, -4.12267, -0.16883], [-2.54323, -4.56002, -0.14680], [-1.51412, -3.64014, -0.20317], [-1.82303, -2.27231, -0.22871], [-2.77109, 4.09757, -0.26243], [-5.22876, -2.44333, -0.18649], [-4.66826, -4.85004, -0.15737], [-2.32147, -5.61865, -0.12377], [-0.48578, -3.97036, -0.26446], [-1.05117, -1.63076, -0.71262]],
  "homo_energy_ev": [-18.215, -18.215],
  "e_tot_ev": -62533.7685,
  "homo_lumo_gap_ev": [5.03, 4.93],
  "mol_weight_g_mol": 557.961,
  "charge": 3,
  "lumo_ev": [-13.19, -13.29],
  "e_above_lowest_kj_mol": 91.9
}



Q: Which formula does entry 3 have?
A: C20H15ClN5O4RuS